The following is a quantum chemistry calculation of C6H11N2 in the gas phase at a distorted geometry, from OMol25.

Geometry (Å):
C: 0.71567 2.04038 -1.54173
C: 0.87216 1.68453 -0.07195
C: -0.43206 0.97999 0.44946
C: -0.30006 -0.49001 0.44264
C: 0.71742 -1.39252 0.47910
N: 0.15994 -2.67179 0.56879
C: -1.22215 -2.58637 0.63438
N: -1.48741 -1.22095 0.56428
H: -0.19860 2.61807 -1.70601
H: 1.49586 2.71649 -1.90417
H: 0.71197 1.15690 -2.17546
H: 1.15968 2.51748 0.56599
H: 1.67097 0.95126 0.03980
H: -1.24948 1.24436 -0.22859
H: -0.71182 1.39911 1.41836
H: 1.77296 -1.21826 0.57153
H: 0.67854 -3.51316 0.45591
H: -1.91678 -3.34496 0.93125
H: -2.43680 -0.87054 0.50643

Computed properties:
2S+1   2
Expectation value of S²   0.75
Gap between HOMO and LUMO (spin up / spin down)   5.26 / 9.15 eV
Strongest force on any atom   1.692 eV/Å


The following is a quantum chemistry calculation of a gas-phase ion, C6H11N2 (charge +1) at a distorted geometry, from OMol25.

Geometry (Å):
C: -0.98992 -1.85421 0.12805
C: 0.17242 -0.91582 -0.05600
C: 1.71125 -1.19112 -0.43270
C: 2.34262 0.07106 -0.19471
C: 1.45467 1.07839 0.02875
N: 0.03728 0.53292 -0.04153
C: -0.82596 1.02686 1.07206
N: -0.57201 0.94537 -1.28710
H: -1.26532 -1.59861 1.12310
H: -0.73189 -2.95992 -0.13995
H: -1.72688 -1.60008 -0.70509
H: 2.13496 -2.08614 -0.63920
H: 3.40623 0.26675 -0.37817
H: 1.57159 2.14263 0.18898
H: -1.93515 0.74360 0.77177
H: -0.51076 0.63525 1.99460
H: -0.91463 2.16350 1.13334
H: 0.12412 0.95775 -2.13756
H: -1.00956 1.85875 -1.07558

Computed properties:
Structure (SMILES)   CC1=CC=C[N@@+]1(C)N
Total charge   +1
Gap between HOMO and LUMO (spin up / spin down)   8.01 / 7.97 eV
Strongest force on any atom   9.988 eV/Å


The following is a quantum chemistry calculation of 2 unconnected molecules or ions with the total composition C6H11N2O at a distorted geometry, from OMol25.

Geometry (Å):
C: 1.33417 2.10214 -0.00910
C: -1.20119 -1.56497 -0.70077
C: -1.05145 -0.02488 -0.94342
C: 0.12252 -2.09476 -0.10487
C: -0.06930 -0.22528 1.56281
C: -0.12253 0.33074 0.18743
N: 0.74827 3.17851 -0.21464
N: 0.67548 -0.89658 0.49360
O: 2.40528 1.69021 0.14453
H: -2.02695 -1.72115 0.03706
H: -1.36191 -2.03397 -1.69065
H: -0.46139 0.15127 -1.91480
H: -2.02281 0.45514 -1.01672
H: 0.04897 -2.80432 0.67197
H: 0.78588 -2.60846 -0.94210
H: 0.57689 0.32578 2.34863
H: -0.95296 -0.79704 2.13165
H: -0.24087 3.38431 -0.22938
H: 1.18252 4.07966 -0.25233
H: 1.63138 -0.92634 0.44110

Computed properties:
Total charge   +1
Gap between HOMO and LUMO   9.53 eV
Strongest force on any atom   5.817 eV/Å


The following is a quantum chemistry calculation of a gas-phase ion, C6H11N2O (charge +1) at a distorted geometry, from OMol25.

Geometry (Å):
C: 2.98526 0.56271 -0.03979
C: 1.63232 0.86247 0.06416
N: 0.81147 -0.11992 0.10111
N: -0.53320 0.10892 -0.06794
C: -1.46677 -0.78921 -0.32773
C: -1.08248 -2.08104 -0.83429
O: -2.67441 -0.32296 -0.09613
C: -2.61210 0.98170 0.45831
C: -1.18033 1.46739 0.24873
H: 3.61500 1.03351 0.73792
H: 3.31228 1.10056 -0.88891
H: 3.21607 -0.52863 -0.03151
H: 1.18830 1.86794 0.23994
H: -0.65115 -2.60429 0.06850
H: -0.33559 -2.22740 -1.78550
H: -1.95946 -2.54720 -1.11685
H: -2.92311 0.76351 1.48274
H: -3.42796 1.68942 0.05015
H: -1.10808 1.94668 -0.71073
H: -0.68713 1.98264 1.07978

Computed properties:
Structure (SMILES)   C/C=N/[N+]1=C(C)OCC1
Total charge   +1
Gap between HOMO and LUMO   10.10 eV
Strongest force on any atom   4.808 eV/Å


The following is a quantum chemistry calculation of 2 unconnected molecules or ions with the total composition C6H11N2O2 at a distorted geometry, from OMol25.

Geometry (Å):
C: 0.15411 0.06354 2.19134
C: 1.16641 -0.42035 1.49961
C: -1.11028 0.54622 1.56754
C: 1.18497 -0.50323 -0.02478
C: -0.88806 0.87636 0.06412
C: -0.18820 -0.28879 -0.50009
N: 1.18358 0.18622 -2.85106
N: 0.05260 0.24626 -2.43808
O: 1.43268 0.46758 -4.13298
O: -1.01785 0.57189 -3.18517
H: 0.20598 0.11138 3.26847
H: 2.06861 -0.77651 1.96865
H: -1.88611 -0.21642 1.67944
H: -1.46909 1.45059 2.05950
H: 1.85964 0.28454 -0.36952
H: 1.59193 -1.46533 -0.33538
H: -1.85940 1.07189 -0.39149
H: -0.26499 1.77057 0.01130
H: -0.78539 -1.17386 -0.69882
H: 2.38746 0.35939 -4.28910
H: -1.83732 0.48919 -2.66860

Computed properties:
Total charge   +1
Gap between HOMO and LUMO   9.29 eV
Strongest force on any atom   2.897 eV/Å


The following is a quantum chemistry calculation of a gas-phase ion, C6H11N2O2 (charge +1) at a distorted geometry, from OMol25.

Geometry (Å):
C: 3.26800 1.14352 0.05612
C: 1.87744 0.70926 -0.02275
O: 0.91349 1.28890 -0.40327
O: 1.79225 -0.60335 0.38474
C: 0.63348 -1.34234 0.47366
C: -0.11200 -1.76069 -0.73856
N: -0.62694 -0.69793 -0.00232
C: -2.07141 -0.63765 0.69305
C: -2.82455 0.58593 0.13082
N: -2.14361 1.53456 -0.57851
H: 3.67548 0.47583 0.72945
H: 3.43283 2.20692 0.33691
H: 3.88190 1.00293 -0.79216
H: 0.56828 -1.95607 1.46106
H: 0.30763 -1.43359 -1.65405
H: -0.55551 -2.85313 -0.76423
H: -1.90210 -0.62664 1.75649
H: -2.61738 -1.50094 0.41816
H: -3.88623 0.75333 0.30799
H: -1.13515 1.34740 -0.79399
H: -2.47590 2.36372 -0.99861

Computed properties:
Structure (SMILES)   CC(=O)O[C@@H]1CN1CC=[NH2+]
Total charge   +1
Gap between HOMO and LUMO   7.75 eV
Strongest force on any atom   5.327 eV/Å


The following is a quantum chemistry calculation of C6H11N2O2P in the gas phase at a distorted geometry, from OMol25.

Geometry (Å):
N: -2.11557 1.73668 -0.31247
C: -2.15134 0.22457 -0.40222
C: -0.93804 -0.25751 -1.35870
C: -0.26452 -1.65539 -0.92170
P: 0.85174 -1.58120 0.60467
C: 2.30404 -0.34294 0.33752
C: 1.83595 1.18760 0.27188
O: 2.02378 1.80688 -0.83522
N: -0.08252 -0.94214 2.01567
C: 0.76020 -0.53628 2.94471
O: 1.50854 0.26728 3.56744
H: -1.95549 2.07036 -1.28234
H: -1.35303 2.02312 0.31806
H: -2.18619 -0.28854 0.61979
H: -3.16295 -0.02102 -0.91805
H: -0.20648 0.61187 -1.49761
H: -1.41255 -0.43989 -2.40673
H: -1.08056 -2.44307 -0.76336
H: 0.36694 -2.02689 -1.82321
H: 3.00261 -0.46233 1.25799
H: 2.94893 -0.65516 -0.57427
H: 1.30652 1.72399 1.15816

Computed properties:
Structure (SMILES)   NCCCP(CC=O)N=C=O
Gap between HOMO and LUMO   8.36 eV
Strongest force on any atom   7.313 eV/Å


The following is a quantum chemistry calculation of a gas-phase ion, C6H11N2O2S (charge +1) at a distorted geometry, from OMol25.

Geometry (Å):
C: -0.64031 -0.78267 0.30476
C: -2.04572 -0.79313 0.70508
C: 1.90405 1.37456 0.83237
C: 0.70103 2.05366 -1.34066
C: -0.81625 -3.66078 -0.29929
C: 1.00373 0.97018 -0.33828
N: -1.26130 1.31913 0.49098
N: -0.16543 0.51088 0.20399
O: -2.67658 -1.74929 1.02088
O: -2.37407 0.56994 0.71763
S: 0.18832 -2.08110 -0.43680
H: 2.42238 0.55974 1.22858
H: 2.58064 2.00313 0.48679
H: 1.35204 1.78973 1.74277
H: 0.32529 2.87640 -0.78461
H: 0.07415 1.95127 -2.11567
H: 1.74285 2.40088 -1.67885
H: -0.17514 -4.35315 0.26597
H: -0.87472 -3.94493 -1.32258
H: -1.67442 -3.36509 0.19520
H: 1.56287 0.17438 -0.93632
H: -1.15342 2.17624 1.05805

Computed properties:
Total charge   +1
Gap between HOMO and LUMO   7.93 eV
Strongest force on any atom   8.738 eV/Å


DFT total energy readings, ordered: -9378.250; -9369.412; -11418.044; -11419.127; -13463.809; -13466.172; -22761.162; -24299.731 eV
Relative energy (zero: lowest compared OMol25 entry of this formula, charge and spin) readings, ordered: 61.91; 513.53; 397.78; 293.27; 610.24; 382.17; 267.45; 304.31 kJ/mol